No. 1
ORCA calculation (ωB97M-V with the def2-TZVPD basis set) on a 2-piece molecular cluster, C3H8NO3 overall at a distorted geometry.

Geometry as XYZ:
```
15
Properties=species:S:1:pos:R:3:mulliken_charge:R:1
C 0.73 -0.36 -0.49 -0.42
C -0.71 0.12 -0.76 -0.61
C -1.25 1.16 0.37 0.56
O -2.26 1.77 0.00 -0.72
O -0.63 1.26 1.46 -0.79
N 1.56 -0.29 -1.73 -0.74
H 1.19 0.28 0.32 0.28
H 0.75 -1.37 -0.13 0.35
H -0.88 0.64 -1.70 0.38
H -1.31 -0.81 -0.72 0.17
H 1.68 0.68 -1.95 0.27
H 0.97 -0.67 -2.47 0.27
H -0.02 -0.26 2.04 0.41
H -0.22 -1.14 3.23 0.28
O 0.41 -1.03 2.51 -0.68
```

Output
**Energy relative to the best compared isomer or geometry (same formula, charge and spin)**: 0.709 eV
**HOMO energy**: -4.29 eV
**Kohn-Sham gap**: 8.39 eV
**Total charge**: -1

No. 2
ORCA calculation (ωB97M-V with the def2-TZVPD basis set) on one molecule with the formula C3H6N2S3 at a distorted geometry.

Geometry as XYZ:
```
14
Properties=species:S:1:pos:R:3:mulliken_charge:R:1
C 0.14 1.48 -0.79 -0.41
C -0.85 0.51 -0.43 -0.35
C -0.16 -0.88 -0.39 0.33
H 1.16 0.73 1.72 0.23
H 2.72 1.03 1.23 0.28
H 0.02 2.28 -1.55 0.35
H -1.63 0.31 -1.15 0.45
H -2.54 0.64 1.48 0.17
H 1.25 -2.39 -1.41 0.15
N 1.74 0.72 0.78 -0.39
N 1.35 1.52 -0.30 -0.32
S -1.35 1.41 1.27 -0.16
S 0.71 -1.24 -1.82 -0.13
S -0.45 -1.73 0.93 -0.21
```

Output
**Energy relative to the best compared isomer or geometry (same formula, charge and spin)**: 3.815 eV
**HOMO energy**: -8.50 eV
**Kohn-Sham gap**: 8.28 eV
**Structure (SMILES)**: N/N=C\[C@H](S)C(=S)S

No. 3
ORCA calculation (ωB97M-V with the def2-TZVPD basis set) on C3H2O3Tm as an isolated structure at a distorted geometry.

Geometry as XYZ:
```
9
Properties=species:S:1:pos:R:3:mulliken_charge:R:1
H 0.45 -0.37 1.23 0.40
C 0.61 0.05 -0.69 0.78
O 1.43 -0.38 0.13 -0.44
O 0.45 0.98 -1.39 -0.27
C -2.06 1.33 2.19 -0.46
C -1.49 0.61 1.40 0.27
O -0.80 -0.26 0.72 -0.67
H -2.56 2.08 2.77 0.38
Tm 2.43 1.37 2.63 1.01
```

Output
**HOMO energy (alpha / beta)**: -11.31 / -12.91 eV
**Kohn-Sham gap (alpha / beta)**: 6.58 / 6.76 eV
**Total charge**: +1
**Spin multiplicity**: 3

No. 4
ORCA calculation (ωB97M-V with the def2-TZVPD basis set) on C37H51BrN2P2PbS as an isolated structure at a distorted geometry.

Geometry as XYZ:
```
95
Properties=species:S:1:pos:R:3:mulliken_charge:R:1
N -6.65 5.08 -5.82 -0.54
C -6.37 5.62 -4.63 -0.33
C -5.29 5.19 -3.84 -0.48
C -4.50 4.13 -4.29 0.93
C -4.78 3.60 -5.58 -0.42
C -5.86 4.10 -6.31 -0.40
C -3.51 3.54 -3.43 -0.20
Pb 0.36 2.44 -0.06 0.84
P 5.93 -0.85 -0.63 -0.16
C -2.71 2.51 -3.77 -1.16
C -2.05 1.64 -2.81 1.06
C -0.84 1.03 -3.21 -0.95
C -0.04 0.39 -2.27 -0.19
C -0.65 -0.07 -1.08 0.27
C -1.76 0.67 -0.58 -0.56
C -2.51 1.44 -1.49 -0.81
Br 1.88 0.07 0.18 -0.36
H -3.42 3.99 -2.44 0.44
H -2.49 2.39 -4.83 0.38
H -5.10 5.69 -2.89 0.35
H -4.17 2.80 -6.00 0.26
H -7.02 6.43 -4.28 0.35
H -6.12 3.71 -7.31 0.35
H -0.53 1.15 -4.26 0.49
H -3.46 1.92 -1.22 0.58
H 1.02 0.25 -2.49 0.65
H -2.10 0.56 0.46 0.40
P -0.52 -2.15 -0.55 0.68
C 5.29 0.84 -0.38 0.15
C 6.32 1.93 -0.74 -1.33
H 4.98 0.94 0.67 0.32
H 4.39 0.94 -1.00 -0.05
H 5.95 2.92 -0.42 0.36
H 7.29 1.74 -0.27 0.36
H 6.47 1.96 -1.83 0.32
C 5.22 -1.35 -2.25 0.41
C 6.00 -2.47 -2.95 -1.25
H 5.24 -0.44 -2.87 0.40
H 4.18 -1.64 -2.06 -0.50
H 5.61 -2.61 -3.97 0.38
H 7.07 -2.24 -3.03 0.36
H 5.90 -3.43 -2.42 0.30
C 5.06 -1.95 0.54 0.34
C 5.77 -2.07 1.90 -1.26
H 5.01 -2.95 0.07 0.37
H 4.04 -1.56 0.64 -0.43
H 5.13 -2.61 2.62 0.36
H 6.71 -2.63 1.80 0.35
H 6.00 -1.08 2.31 0.32
C -0.43 -3.72 0.49 -0.48
C -1.47 -4.83 0.34 -1.20
H -0.43 -3.34 1.52 0.29
H 0.57 -4.15 0.32 0.59
H -2.43 -4.55 0.79 0.30
H -1.67 -5.08 -0.71 0.33
H -1.12 -5.75 0.82 0.40
C 0.70 -2.65 -1.84 -0.24
C 0.27 -2.73 -3.30 -1.32
H 1.06 -3.63 -1.53 0.67
H 1.54 -1.95 -1.71 -0.33
H -0.72 -3.16 -3.42 0.31
H 0.24 -1.76 -3.80 0.28
H 0.98 -3.34 -3.85 0.43
C -2.17 -2.42 -1.30 -1.17
C -3.32 -2.23 -0.30 -1.42
H -2.17 -3.43 -1.73 0.74
H -2.27 -1.70 -2.12 0.72
H -4.12 -1.61 -0.74 0.32
H -3.75 -3.20 -0.03 0.41
H -3.02 -1.75 0.63 0.27
N -0.51 2.02 2.01 -0.57
S -0.47 0.60 2.89 0.94
C 0.73 0.69 4.28 0.56
C 1.37 -0.48 4.71 -0.30
C 2.19 -0.45 5.83 -0.68
C 2.41 0.74 6.51 -0.44
C 1.76 1.90 6.09 -0.74
C 0.90 1.87 4.99 -0.46
C -2.03 0.51 3.82 0.56
C -3.12 1.34 3.53 -0.10
C -4.24 1.30 4.38 -0.83
C -4.33 0.36 5.40 -0.41
C -3.31 -0.57 5.58 -0.67
C -2.16 -0.50 4.79 -0.67
H -1.00 2.78 2.45 0.26
H 1.22 -1.42 4.18 0.45
H 2.68 -1.36 6.19 0.42
H 3.07 0.77 7.39 0.40
H 1.92 2.83 6.63 0.40
H 0.38 2.77 4.67 0.32
H -3.09 2.02 2.68 0.35
H -5.04 2.02 4.23 0.40
H -5.21 0.33 6.05 0.41
H -3.39 -1.33 6.34 0.43
H -1.37 -1.24 4.93 0.36
```

Output
**Energy relative to the best compared isomer or geometry (same formula, charge and spin)**: 0.258 eV
**HOMO energy**: -11.25 eV
**Kohn-Sham gap**: 4.11 eV
**Total charge**: +2